Entry 1:
Molecular formula: C11H21N5O3
Method: DFT, ωB97M-V/def2-TZVPD

Its SMILES is [H]/N=C(/N)NCCC[C@H](NC(=O)[C@@H]1CCCN1)C(=O)O. Its total charge is 0. For the LUMO energy, the calculation gives 0.069 eV. The molecular weight comes out at 271.3 g mol⁻¹. As for the largest force on an atom: 2.922 eV Å⁻¹. The spin multiplicity is 1. Its total energy is -25340.5750 eV. The HOMO energy comes out at -8.827 eV.

Structure (XYZ):
```
40
C11H21N5O3 ωB97M-V/def2-TZVPD
C 2.1139 0.6515 -0.1318
C 0.7081 0.5314 -0.7450
C 2.1230 1.0438 1.3989
C 3.2935 2.0697 1.4451
C 3.9703 2.1051 0.0779
C 0.0566 -1.5650 0.5663
C 0.6429 -2.8266 -0.0846
C -1.3068 -1.9968 1.1380
C -2.1405 -0.9998 1.9362
C -2.4714 0.2920 1.2209
C -3.1249 1.1950 -1.0731
H 3.2638 1.2640 -1.6996
H 2.5933 -0.3487 -0.1666
H 2.2370 0.2410 2.1514
H 1.2102 1.5816 1.6464
H 4.0197 1.8594 2.1945
H 2.8838 3.0817 1.7296
H 4.3168 3.1413 -0.0925
H 4.9221 1.4741 -0.0185
H -0.9895 -0.3143 -0.9562
H 0.6553 -1.1642 1.3414
H -1.2069 -2.9025 1.6790
H -1.8997 -2.2811 0.2442
H -1.6431 -0.7300 2.8508
H -3.0378 -1.5760 2.2975
H -3.2511 0.7982 1.7723
H -1.5947 0.9487 1.3419
H -3.7752 -0.4735 -0.1784
H -4.4370 0.3474 -2.0735
H -2.2769 2.8891 -1.5669
H -1.3765 2.0230 -0.5134
H 1.7223 -3.1394 1.4731
N 2.8879 1.6635 -0.8687
N -0.0754 -0.5007 -0.4118
N -2.9414 0.1610 -0.1453
N -3.8607 1.1868 -2.1396
N -2.3322 2.2631 -0.7710
O 0.3072 1.2993 -1.5946
O 0.2804 -3.2982 -1.1191
O 1.7533 -3.3934 0.5145
```


Entry 2:
Molecular formula: CH2F2
Method: DFT, ωB97M-V/def2-TZVPD

Its SMILES is FCF. Its total charge is 0. For the LUMO energy, the calculation gives 1.130 eV. The molecular weight comes out at 52.0 g mol⁻¹. As for the largest force on an atom: 0.480 eV Å⁻¹. The spin multiplicity is 1. Its total energy is -6504.1824 eV. The HOMO energy comes out at -12.453 eV.

Structure (XYZ):
```
5
CH2F2 ωB97M-V/def2-TZVPD
C 0.0035 0.0724 -0.0056
H 0.0003 0.6941 -0.8969
H -0.0205 0.6765 0.9096
F 1.1133 -0.7187 -0.0026
F -1.0966 -0.7243 -0.0045
```


Entry 3:
Molecular formula: C4H8N2O2
Method: DFT, ωB97M-V/def2-TZVPD

Its SMILES is CO/C=C\N=C\NO. Its total charge is 0. For the LUMO energy, the calculation gives 0.864 eV. The molecular weight comes out at 116.1 g mol⁻¹. As for the largest force on an atom: 4.486 eV Å⁻¹. The spin multiplicity is 1. Its total energy is -11347.2963 eV. The HOMO energy comes out at -7.995 eV.

Structure (XYZ):
```
16
C4H8N2O2 ωB97M-V/def2-TZVPD
C 0.0390 2.7285 0.0779
C -0.3116 0.9671 -1.2465
C -0.6363 -0.3482 -1.4871
C 0.0816 -1.4728 0.3771
H -1.1388 3.0220 0.2553
H 0.0531 3.1866 -1.0192
H 0.7720 3.1100 0.7410
H -0.3385 1.6842 -2.1994
H -0.9636 -0.2335 -2.4951
H 1.0110 -1.0339 0.4091
H -0.7211 -2.8256 1.6953
H 1.6480 -3.3597 1.9158
N -0.9048 -1.3900 -0.4753
N 0.1591 -2.5807 1.2036
O 0.2706 1.2723 -0.0936
O 0.9804 -2.7265 2.3412
```


Entry 4:
Molecular formula: C5H8N2O
Method: DFT, ωB97M-V/def2-TZVPD

Its total charge is 0. For the LUMO energy, the calculation gives 0.325 eV. The molecular weight comes out at 112.1 g mol⁻¹. As for the largest force on an atom: 7.263 eV Å⁻¹. The spin multiplicity is 1. Its total energy is -10338.6056 eV. The HOMO energy comes out at -7.590 eV.

Structure (XYZ):
```
16
C5H8N2O ωB97M-V/def2-TZVPD
C -2.7704 -0.2659 -0.0037
C -1.3039 -0.4675 -0.1748
C 0.6923 -1.2439 -0.1778
C 0.8690 0.1087 -0.0401
C 2.0181 1.0005 -0.0021
H -3.1216 0.2560 -0.7949
H -3.4005 -1.2470 0.5140
H -2.5177 0.5736 0.9474
H 2.6039 -1.2759 0.5834
H 1.6893 2.0758 0.0237
H 2.7569 0.8092 0.7845
H 2.5586 1.0162 -0.8790
H -0.7771 1.6338 -0.4371
N -0.6841 -1.5834 -0.0651
N -0.4223 0.5865 -0.1638
O 1.8095 -1.9767 -0.1147
```


Entry 5:
Molecular formula: C38H66BrF7N4O18PS2
Method: DFT, ωB97M-V/def2-TZVPD

Its total charge is +1. For the LUMO energy, the calculation gives -4.159 eV. The molecular weight comes out at 1175.0 g mol⁻¹. As for the largest force on an atom: 10.621 eV Å⁻¹. The spin multiplicity is 1. Its total energy is -203297.6880 eV. The HOMO energy comes out at -11.297 eV.

Structure (XYZ):
```
137
C38H66BrF7N4O18PS2 ωB97M-V/def2-TZVPD
C 0.4552 -1.9724 4.3431
C 1.1799 -0.5227 4.4369
O 0.7573 0.3933 3.4111
C -0.3538 1.2175 3.8122
C -1.7663 0.7789 3.2157
O -2.1767 1.4673 2.0225
N -2.0504 0.7674 0.8693
C -0.7340 0.1380 0.6559
C -0.6633 -0.2128 -0.9372
P 1.1899 -0.5258 -1.2910
S 2.2790 -0.8353 0.3295
S -0.9266 1.4095 -1.7642
O -2.3602 1.7180 -2.1556
O -0.2694 1.3558 -3.1458
C -0.2311 2.9525 -1.0305
F -0.9225 3.9629 -1.7739
F -0.6368 3.2888 0.2795
C 1.2775 3.3817 -1.1808
F 1.8881 3.1292 -2.4348
F 1.2479 4.8104 -1.1690
C 2.3609 3.0099 -0.0920
F 1.9394 2.5560 1.1372
F 3.3538 2.1102 -0.5427
F 3.1262 4.1702 0.1999
N -1.6312 -1.3715 -1.1948
C -0.9187 -2.7189 -1.1050
N -0.1814 -3.0173 0.1299
C -2.2888 -1.3582 -2.5376
C -2.4408 -2.5394 -3.5682
O -1.1937 -2.9745 -4.2229
C -3.3414 -3.8209 -3.3376
N -4.8107 -3.4525 -3.3881
C -2.6990 -1.4596 -0.0961
C -3.9835 -2.3392 -0.4392
C -4.9308 -2.5865 0.8721
C -5.3996 -4.1367 0.9864
O -4.6802 -4.7223 2.0901
C -3.4470 -5.3358 1.6504
C -3.2119 -0.0851 0.5249
C -4.4607 0.6167 -0.1696
C -4.9225 2.0105 0.5098
C -5.2733 1.8321 2.0868
Br -3.8064 3.5732 0.0967
H 0.2963 -2.3803 5.4006
H -0.4995 -1.9512 3.7333
H 1.1384 -2.7415 3.8325
H 1.1515 -0.1100 5.4926
H 2.2856 -0.7460 4.2208
H -0.1475 2.2720 3.4138
H -0.3818 1.2976 4.9556
H -1.8093 -0.3692 3.1497
H -2.5417 1.0362 4.0263
H -0.4730 -0.7447 1.3162
H 0.0648 0.9205 0.8329
H 1.4789 -1.5985 -2.1832
H 1.8540 0.6149 -1.8935
H -1.6630 -3.5892 -1.1795
H -0.2002 -2.9148 -1.9556
H 0.6343 -3.6209 -0.0138
H -0.7710 -3.5289 0.8088
H -3.2519 -0.7352 -2.5517
H -1.5912 -0.7297 -3.2160
H -2.9800 -2.0313 -4.4666
H -0.8484 -2.2386 -4.7646
H -3.1982 -4.4692 -4.2778
H -3.0773 -4.5014 -2.4751
H -5.2875 -3.7797 -2.5432
H -4.8178 -2.4307 -3.4462
H -2.3213 -2.0318 0.8284
H -4.6705 -1.8930 -1.2179
H -3.7122 -3.4339 -0.6519
H -4.3984 -2.3360 1.8409
H -5.9113 -1.9955 0.7890
H -5.3122 -4.7030 0.0060
H -6.5044 -4.1297 1.2863
H -3.5380 -6.4568 1.8111
H -3.2025 -5.1608 0.5553
H -2.5720 -4.9686 2.2782
H -3.6422 -0.3602 1.5633
H -4.4526 0.6511 -1.3014
H -5.3721 -0.0478 0.0703
H -5.9456 2.2137 0.0294
H -4.4957 2.3691 2.7088
H -6.2660 2.3769 2.2681
H -5.3765 0.7249 2.3025
C 4.4462 5.7115 2.3297
C 5.5034 6.7742 2.5311
C 6.5692 6.7813 1.4738
O 7.6832 7.3290 2.1729
C 7.5098 7.0189 3.4876
O 8.3445 7.1591 4.3313
O 6.2614 6.5235 3.7133
H 3.8526 5.9119 1.4373
H 4.8969 4.7199 2.2366
H 3.7790 5.6710 3.1943
H 5.0328 7.7582 2.6347
H 6.3059 7.4025 0.6168
H 6.8401 5.7813 1.1207
C 11.0383 6.8387 5.4719
C 12.0927 7.9027 5.6786
C 13.1617 7.9135 4.6248
O 14.2730 8.4627 5.3272
C 14.0970 8.1507 6.6422
O 14.9285 8.2919 7.4873
O 12.8485 7.6521 6.8635
H 10.4484 7.0383 4.5794
H 11.4925 5.8479 5.3788
H 10.3684 6.7951 6.3333
H 11.6196 8.8856 5.7821
H 12.8995 8.5353 3.7678
H 13.4357 6.9145 4.2712
C -9.5846 -3.7222 -6.7719
C -8.6829 -2.5976 -6.3137
C -7.2612 -2.7303 -6.7754
O -6.5495 -2.0228 -5.7627
C -7.2974 -2.1073 -4.6301
O -6.9144 -1.7870 -3.5416
O -8.5335 -2.6067 -4.8937
H -9.7150 -3.7050 -7.8556
H -9.1785 -4.6950 -6.4823
H -10.5655 -3.6398 -6.2982
H -9.1113 -1.6313 -6.6015
H -7.0941 -2.2793 -7.7542
H -6.9022 -3.7639 -6.7923
C 2.8621 -6.6210 -4.5175
C 1.9447 -6.0132 -3.4799
C 2.4441 -6.1502 -2.0702
O 1.2315 -6.1325 -1.3185
C 0.2563 -6.6127 -2.1414
O -0.8445 -6.9092 -1.7813
O 0.7017 -6.7126 -3.4227
H 3.8059 -6.0752 -4.5763
H 3.0756 -7.6682 -4.2885
H 2.3859 -6.6072 -5.5005
H 1.7317 -4.9676 -3.7321
H 3.0963 -5.3271 -1.7745
H 2.9560 -7.0977 -1.8776
```


Entry 6:
Molecular formula: C14H21N2O2PbSbSe4
Method: DFT, ωB97M-V/def2-TZVPD

Its total charge is -2. For the LUMO energy, the calculation gives 4.490 eV. The molecular weight comes out at 894.1 g mol⁻¹. As for the largest force on an atom: 0.303 eV Å⁻¹. The spin multiplicity is 1. Its total energy is -295109.8115 eV. The HOMO energy comes out at -2.122 eV.

Structure (XYZ):
```
45
C14H21N2O2PbSbSe4 ωB97M-V/def2-TZVPD
Pb 0.6414 -0.0397 -0.6854
C 0.6292 1.4462 1.7725
C 0.8332 2.4541 0.8069
C -0.3023 2.5012 -0.0389
C -1.2246 1.5212 0.4122
C -0.6426 0.8657 1.5397
C -1.3153 -0.1302 2.4367
C -2.6054 1.3316 -0.1441
C -0.5598 3.4462 -1.1749
C 2.0454 3.3326 0.7060
C 1.5722 1.0606 2.8736
H -1.7026 0.3513 3.3424
H -0.6244 -0.9130 2.7561
H -2.1639 -0.6129 1.9443
H -3.2634 2.1681 0.1205
H -3.0726 0.4237 0.2424
H -2.5988 1.2589 -1.2356
H -1.2462 4.2513 -0.8852
H -1.0015 2.9309 -2.0316
H 0.3622 3.9175 -1.5211
H 1.9578 4.2257 1.3357
H 2.2134 3.6764 -0.3172
H 2.9482 2.8063 1.0223
H 1.3776 1.6294 3.7914
H 2.6136 1.2350 2.5976
H 1.4979 -0.0019 3.1119
N -0.7374 -2.1922 -0.5861
C -1.9401 -2.2548 -1.4276
C -1.6094 -2.0803 -2.9099
C -1.4441 -0.6157 -3.3160
O -2.2026 -0.1380 -4.1575
O -0.5004 0.0330 -2.7242
H -0.0887 -2.9417 -0.8256
H -0.9501 -2.3340 0.3967
H -2.6195 -1.4621 -1.1023
H -2.4635 -3.2064 -1.2833
H -2.4096 -2.5095 -3.5113
H -0.6891 -2.6275 -3.1299
Se 1.2759 -3.0708 2.1640
Sb 3.5961 -3.2097 1.5176
Se 3.3593 -2.2005 -1.1323
Se 4.5122 -5.3765 1.1689
Se 5.0034 -1.3967 2.2121
N 1.3808 -4.1501 -2.2768
C 2.1581 -3.4030 -1.8549
```


ΔE to the lowest compared entry with this formula, charge and spin, record by record: 43.7 0.0 157.2 95.0 0.0 1.9 kcal per mole